The following is a DFT calculation (ωB97M-V with the def2-TZVPD basis set) of an isolated molecule of C24H30O7S2.

```
63
C24H30O7S2, DFT ωB97M-V with the def2-TZVPD basis set
C 5.427 -0.542 -2.979
C 4.931 -1.223 -1.738
O 3.760 -1.328 -1.464
C 6.036 -1.770 -0.855
C 5.889 -1.395 0.618
C 4.731 -2.078 1.313
C 7.199 -1.612 1.357
S 5.650 0.454 0.710
O 6.504 1.030 -0.304
O 5.882 0.847 2.076
C 3.954 0.927 0.318
C 3.700 1.607 -0.858
C 2.407 1.974 -1.173
C 1.367 1.656 -0.304
O 0.114 2.076 -0.652
C -0.986 1.346 -0.298
C -2.170 2.049 -0.084
C -3.333 1.368 0.218
C -3.308 -0.012 0.299
S -4.794 -0.930 0.742
O -5.584 -0.111 1.633
O -4.354 -2.198 1.267
C -5.815 -1.246 -0.801
C -5.072 -0.674 -1.994
C -5.967 -2.752 -0.916
C -7.162 -0.577 -0.544
C -7.066 0.877 -0.104
C -8.113 1.289 0.892
O -6.272 1.653 -0.576
C -2.142 -0.720 0.080
C -0.974 -0.046 -0.224
C 1.639 1.023 0.907
C 2.937 0.665 1.216
H 4.596 -0.192 -3.586
H 6.050 0.298 -2.672
H 6.046 -1.225 -3.556
H 6.997 -1.405 -1.217
H 6.022 -2.861 -0.940
H 4.622 -1.676 2.317
H 4.920 -3.148 1.391
H 3.806 -1.930 0.760
H 7.091 -1.296 2.392
H 7.491 -2.661 1.331
H 7.984 -1.010 0.904
H 4.524 1.845 -1.510
H 2.182 2.503 -2.086
H -2.157 3.125 -0.157
H -4.259 1.893 0.391
H -4.986 0.406 -1.913
H -4.075 -1.105 -2.062
H -5.610 -0.910 -2.912
H -6.614 -3.007 -1.755
H -6.390 -3.163 -0.003
H -4.995 -3.216 -1.067
H -7.700 -1.139 0.220
H -7.753 -0.594 -1.465
H -7.821 0.878 1.856
H -9.086 0.888 0.620
H -8.157 2.372 0.966
H -2.160 -1.795 0.165
H -0.059 -0.589 -0.412
H 0.837 0.823 1.602
H 3.164 0.203 2.163
```

**SMILES**: CC(=O)CC(C)(C)S(=O)(=O)c1ccc(Oc2ccc(S(=O)(=O)C(C)(C)CC(C)=O)cc2)cc1
**Energy above the lowest of the compared OMol25 structures with the same formula, charge and spin**: 20.2 kJ/mol
**Highest occupied orbital energy**: -9.0 eV
**HOMO-LUMO gap**: 9.45 eV

The following is a DFT calculation (ωB97M-V with the def2-TZVPD basis set) of a cluster of 4 separate species, C20H49FN4O5 in total in a non-equilibrium geometry.

```
79
C20H49FN4O5, DFT ωB97M-V with the def2-TZVPD basis set
C -1.160 -6.268 -1.446
C -0.068 -5.158 -1.815
C 0.243 -4.105 -0.652
C -1.055 -3.423 0.008
C -1.557 -2.095 -0.736
C -2.127 -2.324 -2.209
C -3.428 -3.244 -2.286
O -4.642 -2.606 -1.770
C -5.178 -3.558 -0.847
O -4.819 -3.483 0.345
N -6.100 -4.632 -1.240
F -6.530 -5.314 -0.129
H -2.196 -6.061 -1.888
H -1.291 -6.416 -0.326
H -0.813 -7.247 -1.946
H -0.302 -4.568 -2.771
H 0.904 -5.730 -2.053
H 0.984 -3.286 -0.940
H 0.749 -4.701 0.197
H -0.727 -3.086 1.061
H -1.872 -4.198 0.174
H -0.704 -1.324 -0.781
H -2.363 -1.620 -0.064
H -2.445 -1.287 -2.598
H -1.350 -2.711 -2.942
H -3.250 -4.214 -1.721
H -3.616 -3.456 -3.398
H -5.607 -5.338 -1.824
C -0.189 1.825 0.261
O -1.415 1.113 0.303
C -2.186 1.337 1.479
C -3.024 2.631 1.453
C -2.201 3.893 1.691
N -3.762 2.772 0.192
H 0.263 1.928 1.252
H -0.338 2.806 -0.194
H 0.502 1.269 -0.378
H -2.878 0.490 1.539
H -1.553 1.284 2.373
H -3.753 2.563 2.269
H -1.625 4.192 0.814
H -2.858 4.732 1.940
H -1.508 3.759 2.525
H -4.387 1.975 0.087
H -3.090 2.652 -0.567
C 3.229 6.699 5.804
O 2.548 5.465 5.950
C 1.134 5.550 5.811
C 0.637 5.564 4.350
C 0.838 6.905 3.651
N 1.276 4.510 3.553
H 2.649 7.540 6.195
H 3.484 6.867 4.755
H 4.166 6.636 6.363
H 0.738 4.649 6.291
H 0.739 6.402 6.378
H -0.441 5.370 4.371
H 1.873 7.072 3.351
H 0.233 6.951 2.741
H 0.531 7.733 4.294
H 1.053 3.607 3.967
H 2.284 4.594 3.690
C 3.472 -0.447 -2.378
O 2.710 -1.557 -2.823
C 2.846 -1.850 -4.209
C 4.104 -2.667 -4.567
C 5.388 -1.843 -4.562
N 4.273 -3.818 -3.671
H 3.548 0.333 -3.140
H 4.466 -0.774 -2.067
H 2.976 -0.027 -1.500
H 1.970 -2.453 -4.467
H 2.778 -0.933 -4.807
H 3.967 -3.046 -5.586
H 5.751 -1.635 -3.555
H 6.185 -2.382 -5.082
H 5.245 -0.890 -5.078
H 3.456 -4.420 -3.754
H 4.217 -3.468 -2.714
```

**SMILES**: CCCCCCCOC(=O)NF.COC[C@@H](C)N.COC[C@@H](C)N.COC[C@@H](C)N
**Highest occupied orbital energy**: -9.1 eV
**HOMO-LUMO gap**: 9.76 eV

The following is a DFT calculation (ωB97M-V with the def2-TZVPD basis set) of a cluster of 2 separate species, C3H8NO in total in a non-equilibrium geometry.

```
13
C3H8NO, DFT ωB97M-V with the def2-TZVPD basis set
C 0.781 0.806 -0.976
C 1.738 -0.062 -1.257
C -0.847 1.450 0.642
N -0.176 0.526 0.074
H 0.770 1.864 -1.197
H 1.802 -1.040 -0.802
H 2.630 0.233 -1.793
H -1.844 1.278 1.031
H -0.448 2.456 0.699
H -0.497 -0.430 0.259
H -1.570 -2.316 0.398
H -1.373 -2.670 1.798
O -0.966 -2.095 1.124
```

**Energy above the lowest of the compared OMol25 structures with the same formula, charge and spin**: 117.9 kJ/mol
**Total charge**: +1
**Highest occupied orbital energy**: -15.1 eV
**HOMO-LUMO gap**: 9.61 eV

The following is a DFT calculation (ωB97M-V with the def2-TZVPD basis set) of a cluster of 12 separate species, C31H85NO12 in total in a non-equilibrium geometry.

```
129
C31H85NO12, DFT ωB97M-V with the def2-TZVPD basis set
C -3.217 -2.352 -1.274
C -2.525 -3.007 -2.480
C -1.559 -4.071 -1.913
C -3.583 -3.700 -3.330
C -3.107 -4.082 -4.732
C -2.566 -2.809 -5.410
C -1.448 -2.128 -4.640
C -0.085 -2.797 -4.850
C -1.317 -0.700 -5.226
N -1.802 -1.982 -3.224
O -0.815 -1.354 -2.449
H -2.498 -2.069 -0.508
H -3.893 -3.083 -0.820
H -3.817 -1.495 -1.586
H -0.855 -3.649 -1.197
H -0.998 -4.579 -2.699
H -2.118 -4.850 -1.388
H -3.969 -4.594 -2.838
H -4.421 -3.003 -3.441
H -3.949 -4.517 -5.264
H -2.239 -4.748 -4.729
H -3.411 -2.127 -5.557
H -2.258 -3.098 -6.418
H -0.040 -3.815 -4.449
H 0.234 -2.822 -5.892
H 0.721 -2.296 -4.305
H -2.205 -0.145 -4.927
H -0.504 -0.160 -4.734
H -1.151 -0.717 -6.300
H -0.046 -1.952 -2.361
C -1.509 3.858 5.333
C -2.348 2.644 4.994
O -2.412 1.745 6.108
H -0.520 3.583 5.696
H -1.974 4.407 6.158
H -1.479 4.583 4.520
H -2.050 2.101 4.090
H -3.373 3.019 4.854
H -3.277 1.346 6.175
C 4.696 -1.798 0.930
C 5.165 -3.151 0.395
O 5.551 -3.106 -0.968
H 3.773 -1.475 0.456
H 5.468 -1.044 0.747
H 4.574 -1.873 2.012
H 4.317 -3.837 0.451
H 5.957 -3.550 1.038
H 6.355 -2.588 -1.064
C -3.843 1.591 -2.726
C -2.710 1.649 -1.712
O -1.424 1.390 -2.303
H -3.714 2.346 -3.499
H -4.784 1.708 -2.185
H -3.856 0.617 -3.222
H -2.846 0.950 -0.885
H -2.643 2.681 -1.356
H -1.372 0.453 -2.573
C 2.121 0.068 -2.731
C 2.865 -1.152 -2.269
O 2.007 -2.206 -1.842
H 2.828 0.893 -2.843
H 1.386 0.372 -1.987
H 1.687 -0.076 -3.721
H 3.570 -0.914 -1.462
H 3.546 -1.538 -3.040
H 2.508 -2.985 -1.590
C 1.873 0.631 5.867
C 1.646 1.372 4.553
O 2.804 1.250 3.740
H 2.501 -0.242 5.664
H 0.946 0.179 6.222
H 2.376 1.279 6.578
H 1.359 2.403 4.792
H 0.808 0.937 3.994
H 2.536 1.462 2.836
C 1.457 -3.531 1.527
C 0.264 -2.857 2.180
O -0.571 -3.867 2.722
H 2.139 -2.900 0.963
H 1.086 -4.290 0.831
H 2.011 -4.129 2.259
H -0.299 -2.413 1.346
H 0.602 -2.142 2.936
H -1.206 -3.418 3.318
C 4.736 1.882 -0.493
C 6.047 2.616 -0.191
O 6.375 3.385 -1.324
H 4.741 1.436 -1.489
H 3.927 2.611 -0.532
H 4.510 1.153 0.282
H 6.850 1.937 0.127
H 5.805 3.231 0.691
H 7.142 3.943 -1.169
C -2.959 4.502 1.992
C -1.470 4.612 1.645
O -1.404 4.839 0.238
H -3.545 5.407 1.858
H -3.148 4.144 3.014
H -3.380 3.703 1.376
H -0.914 3.731 1.973
H -1.042 5.486 2.145
H -0.804 4.188 -0.173
C 1.848 4.881 -1.508
C 0.884 3.923 -2.186
O 0.310 3.107 -1.158
H 2.064 5.744 -2.138
H 2.779 4.364 -1.276
H 1.428 5.243 -0.571
H 1.406 3.303 -2.923
H 0.119 4.436 -2.777
H -0.123 2.318 -1.594
C -0.592 0.518 1.168
C 0.853 0.329 0.772
O 1.589 1.545 0.978
H -1.030 1.465 0.855
H -0.724 0.405 2.252
H -1.251 -0.272 0.788
H 0.874 0.120 -0.303
H 1.369 -0.426 1.359
H 1.244 2.171 0.311
C -3.864 -1.425 2.995
C -3.190 -1.388 4.346
O -1.958 -2.118 4.323
H -4.754 -0.795 2.981
H -4.226 -2.434 2.790
H -3.193 -1.087 2.205
H -3.819 -1.927 5.063
H -3.036 -0.367 4.699
H -1.606 -2.171 5.217
```

**SMILES**: CC1(C)CCCC(C)(C)N1O.CCO.CCO.CCO.CCO.CCO.CCO.CCO.CCO.CCO.CCO.CCO
**Energy above the lowest of the compared OMol25 structures with the same formula, charge and spin**: 0.0 kJ/mol
**Highest occupied orbital energy**: -8.5 eV
**HOMO-LUMO gap**: 9.07 eV

> Which of these has the lowest HOMO-LUMO gap?

C31H85NO12